A single C23H25N3O4S molecule. Source: the OMol25 dataset; level of theory: ωB97M-V with the def2-TZVPD basis set.

Element x y z (Å)
C (-1.82, -5.16, -0.66)
H (-1.12, -5.95, -0.90)
H (-2.10, -5.24, 0.39)
H (-2.72, -5.28, -1.26)
C (-1.19, -3.79, -0.94)
C (-2.15, -2.69, -0.60)
C (-3.00, -2.16, -1.56)
C (-3.90, -1.16, -1.25)
C (-3.98, -0.67, 0.05)
C (-3.16, -1.21, 1.03)
C (-2.25, -2.20, 0.70)
H (-1.60, -2.61, 1.47)
H (-3.23, -0.84, 2.04)
N (-4.87, 0.36, 0.38)
S (-4.27, 1.71, 1.18)
O (-3.87, 1.36, 2.50)
O (-5.28, 2.72, 1.01)
C (-2.84, 2.12, 0.18)
C (-1.64, 1.50, 0.42)
C (-0.57, 1.71, -0.45)
C (-0.73, 2.58, -1.54)
C (-1.96, 3.21, -1.75)
C (-3.02, 2.97, -0.90)
H (-3.98, 3.43, -1.04)
H (-2.08, 3.88, -2.59)
N (0.32, 2.80, -2.38)
C (1.52, 2.21, -2.18)
C (1.77, 1.38, -1.14)
C (0.71, 1.00, -0.21)
O (0.83, 0.17, 0.67)
C (3.11, 0.68, -1.09)
O (3.48, 0.03, -2.04)
N (3.84, 0.85, 0.03)
C (3.51, 1.69, 1.15)
H (2.61, 2.26, 0.94)
C (3.34, 0.85, 2.41)
C (4.60, 0.03, 2.67)
C (4.92, -0.82, 1.44)
C (5.05, 0.08, 0.21)
H (5.21, -0.51, -0.70)
H (5.89, 0.77, 0.34)
H (5.84, -1.38, 1.58)
H (4.10, -1.52, 1.27)
H (4.46, -0.61, 3.54)
H (5.44, 0.70, 2.87)
H (3.13, 1.51, 3.26)
H (2.49, 0.19, 2.27)
H (4.34, 2.40, 1.29)
H (2.30, 2.43, -2.90)
H (0.19, 3.41, -3.18)
H (-1.51, 0.85, 1.27)
H (-5.49, 0.63, -0.36)
H (-4.55, -0.75, -2.02)
H (-2.95, -2.53, -2.58)
H (-0.29, -3.68, -0.33)
H (-0.91, -3.73, -1.99)

Results
Energy relative to the best compared isomer or geometry (same formula, charge and spin), kcal/mol: 13.8
Total charge: 0
E_tot, eV: -47753.511
F_max, Eh/bohr: 0.0187
M, Da: 439.5